Entry 1:
Molecular formula: C4H8NdO3
Method: DFT, ωB97M-V with the def2-TZVPD basis set

Last column: Mulliken charge in e.
CARTESIAN COORDINATES (ANGSTROEM)
O -3.40253 0.59828 0.20122  -0.256
C -2.40144 -0.18112 0.01101  0.326
Nd 1.40913 -0.20958 -0.25024  2.098
O -1.26536 0.25445 -0.12659  -0.607
C -4.74987 0.02417 0.07374  -0.039
H -5.31308 0.51772 0.87837  0.266
H -5.12028 0.32193 -0.91608  0.280
C -4.69719 -1.45795 0.22746  -1.054
H -4.73098 -2.00767 -0.71647  0.482
H -2.84871 -1.38799 -0.10248  0.257
O 3.73584 -0.26605 -0.27747  -0.528
C 4.83917 -1.08403 -0.08783  -0.437
H 4.79784 -1.62711 0.87717  0.267
H 4.94486 -1.84789 -0.88291  0.282
H 5.77569 -0.49389 -0.08267  0.241
H -4.67447 -1.79344 1.26850  0.422

Properties
Highest occupied orbital energy (alpha / beta), eV: -15.146 / -18.268
Charge: +2
Calculated total energy, eV: -25675.557
<S²>: 6.48
Molecular weight, u: 248.345
2S+1: 5


Entry 2:
Molecular formula: C35H79IO12
Method: DFT, ωB97M-V with the def2-TZVPD basis set

Last column: Mulliken charge in e.
CARTESIAN COORDINATES (ANGSTROEM)
C 0.30225 -2.56941 1.22345  -1.193
C 1.31423 -2.89119 0.12753  1.043
C 0.66983 -3.25445 -1.21273  -1.415
C 2.42972 -1.81915 -0.00387  -2.223
C 1.97266 -0.37603 0.19587  2.825
C 1.05207 0.05643 -0.96389  -0.212
O -0.13069 -0.05153 -1.11682  -0.551
O 1.83749 0.72533 -1.88570  -0.389
C 2.54663 1.66163 -1.07551  0.169
C 1.73657 2.92125 -0.64688  -1.530
C 0.53793 3.12465 -1.56376  0.738
C 0.73153 3.36852 -2.90781  -0.123
C -0.34890 3.51052 -3.75327  -0.943
C -1.61391 3.38346 -3.21320  -0.351
C -1.80890 3.15257 -1.87693  -0.758
C -0.72700 3.02067 -1.02073  -0.397
C 3.04092 0.75731 0.08261  -1.185
I 4.99607 0.05868 -0.62575  -0.033
H -0.26025 -1.65671 1.05756  0.112
H -0.38207 -3.41253 1.34733  0.073
H 0.85612 -2.50706 2.16793  0.356
H 1.83781 -3.79325 0.46216  0.478
H 0.28740 -2.39432 -1.76536  0.075
H 1.35348 -3.79234 -1.87456  0.585
H -0.19426 -3.88843 -1.00293  0.100
H 3.13625 -2.03541 0.80486  0.491
H 2.96444 -1.96292 -0.94171  0.507
H 1.40122 -0.13542 1.09487  -0.823
H 3.36044 2.05142 -1.67987  0.485
H 1.39426 2.79638 0.38531  0.364
H 2.38457 3.79863 -0.65782  0.485
H 1.74505 3.43037 -3.28985  0.403
H -0.20817 3.70186 -4.80768  0.420
H -2.46472 3.47324 -3.87500  0.491
H -2.79624 3.03544 -1.44600  0.404
H -0.87317 2.83480 0.03459  0.343
H 3.22423 1.24438 1.03473  0.821
C -0.03470 0.26267 5.30623  -1.005
C 0.86716 0.48191 4.10963  0.005
O 0.15605 0.31881 2.87949  -0.299
H -0.47231 -0.73630 5.27794  0.282
H 0.51976 0.37741 6.23573  0.195
H -0.86365 0.97708 5.30259  0.413
H 1.68005 -0.24350 4.10614  0.211
H 1.30288 1.48781 4.13695  0.063
H -0.56023 0.96128 2.86555  0.167
C -5.05385 0.29249 -5.57343  -1.205
C -3.90835 1.06974 -4.95732  0.259
O -4.38186 2.10456 -4.08993  -0.567
H -5.70562 0.95601 -6.13837  0.280
H -4.68425 -0.48335 -6.23976  0.247
H -5.66211 -0.17640 -4.79360  0.412
H -3.31315 1.55334 -5.73237  0.376
H -3.25491 0.40138 -4.38997  -0.087
H -4.89883 1.68747 -3.39437  0.311
C 3.06218 -2.28202 7.45930  -0.993
C 3.80102 -0.95937 7.36945  -0.299
O 2.89092 0.13600 7.32064  -0.364
H 2.39575 -2.40414 6.60430  0.203
H 3.75996 -3.12065 7.48342  0.368
H 2.44421 -2.31784 8.35941  0.315
H 4.40090 -0.91822 6.46101  0.290
H 4.46805 -0.83427 8.22897  0.274
H 2.36037 0.11298 8.12651  0.217
C -2.14543 2.00039 8.97143  -1.009
C -0.99996 1.20155 9.56347  -0.326
O 0.05402 1.03472 8.61659  -0.395
H -2.53439 1.50405 8.08129  0.224
H -2.95639 2.11620 9.69179  0.372
H -1.80590 2.99387 8.66827  0.298
H -1.33484 0.20492 9.84704  0.311
H -0.60588 1.69951 10.45508  0.283
H 0.36475 1.91364 8.36818  0.197
C -3.95663 -2.07355 -2.20428  -0.446
C -3.67752 -1.86739 -0.72760  -0.306
O -2.28183 -1.72001 -0.49348  -0.029
H -3.42896 -2.95208 -2.57284  0.158
H -5.02585 -2.20010 -2.39165  0.491
H -3.59993 -1.22079 -2.78387  -0.267
H -4.01333 -2.72629 -0.14515  0.236
H -4.20222 -0.97710 -0.35953  0.255
H -1.97419 -0.95821 -1.00010  0.112
C -0.27177 -3.72572 -5.07069  -1.029
C -1.17237 -2.62118 -5.59147  -0.259
O -1.89323 -1.99872 -4.53190  -0.229
H -0.85939 -4.47825 -4.54303  0.261
H 0.26820 -4.20934 -5.88674  0.404
H 0.45582 -3.32681 -4.36052  0.197
H -1.91064 -3.02378 -6.28455  0.294
H -0.58282 -1.86302 -6.11895  0.286
H -1.24869 -1.62870 -3.91757  0.068
C -3.62500 0.58599 -10.41010  -1.189
C -3.90085 -0.15521 -9.11500  -0.041
O -5.18610 0.17097 -8.59234  -0.477
H -3.68593 1.66310 -10.25118  0.307
H -2.63445 0.34340 -10.79822  0.336
H -4.36774 0.32716 -11.16853  0.333
H -3.17001 0.11965 -8.35468  0.228
H -3.84217 -1.23776 -9.27257  0.260
H -5.84178 -0.07849 -9.25087  0.268
C 2.98009 4.74023 5.25081  -1.065
C 2.79098 4.06595 6.59681  0.081
O 1.54330 4.44652 7.18555  -0.531
H 2.94937 5.82488 5.36047  0.320
H 3.93411 4.45918 4.80211  0.330
H 2.17705 4.46146 4.56320  0.252
H 3.58017 4.35925 7.28671  0.332
H 2.81122 2.97622 6.49225  0.007
H 0.84513 4.17931 6.57973  0.288
C -3.29196 -6.32845 1.49181  -1.344
C -2.34897 -5.40441 0.74325  0.224
O -0.98968 -5.80360 0.91206  -0.527
H -3.04923 -6.33841 2.55503  0.321
H -4.32932 -6.01180 1.37101  0.352
H -3.19799 -7.35470 1.12786  0.365
H -2.43074 -4.38592 1.12076  0.132
H -2.58950 -5.39457 -0.32565  0.218
H -0.90249 -6.69796 0.56890  0.308
C 6.31367 3.59493 -2.64249  -0.163
C 7.06210 2.97295 -3.80551  -0.298
O 7.59376 1.70262 -3.44401  -0.498
H 6.97265 3.71055 -1.78134  0.267
H 5.90949 4.57339 -2.91026  0.342
H 5.49028 2.94696 -2.33381  -0.411
H 7.89985 3.60111 -4.10515  0.311
H 6.39939 2.85061 -4.66933  0.243
H 6.85030 1.14481 -3.19178  0.252

Properties
Highest occupied orbital energy, eV: -8.876
Charge: 0
Calculated total energy, eV: -70244.611
Molecular weight, u: 818.909


Entry 3:
Molecular formula: C5H5ClO
Method: DFT, ωB97M-V with the def2-TZVPD basis set

Last column: Mulliken charge in e.
CARTESIAN COORDINATES (ANGSTROEM)
C 1.69923 1.61577 1.40353  0.053
C 0.86251 0.85322 0.93273  -0.155
C 0.93238 -1.76116 1.97653  0.340
C 0.27842 -0.66614 -0.84088  -0.763
C -0.05016 0.00332 0.44203  -0.747
O 0.54702 -2.50861 2.78237  -0.345
Cl 2.52610 -1.74957 1.40206  -0.114
H 2.24539 2.38873 1.81819  0.469
H 0.56370 0.04576 -1.46989  0.380
H 1.20223 -1.37108 -0.67569  0.155
H -0.49659 -1.41411 -1.13170  0.301
H -1.06645 0.02603 0.68934  0.426

Properties
Highest occupied orbital energy (alpha / beta), eV: -8.640 / -8.121
Charge: 0
Calculated total energy, eV: -19830.593
Molecular weight, u: 116.547
Energy above the lowest of the compared OMol25 structures with the same formula, charge and spin, kcal per mole: 101.92


Entry 4:
Molecular formula: C10H19F2N8O6PS2
Method: DFT, ωB97M-V with the def2-TZVPD basis set

Last column: Mulliken charge in e.
CARTESIAN COORDINATES (ANGSTROEM)
C 3.71051 -2.86000 -2.19963  0.087
C 3.59782 -1.73602 -2.60490  -0.373
C 3.51197 -0.33481 -3.04488  -0.799
N 2.95601 0.53433 -2.00944  -0.038
C 1.64210 0.63754 -1.83479  0.332
N 0.75172 -0.04307 -2.56956  -0.521
C -0.42041 0.33490 -2.09279  -0.035
N -0.32143 1.21849 -1.10883  0.313
C -1.38754 1.89084 -0.34841  -0.453
C -2.64202 2.08312 -1.20499  -0.951
C -3.79218 1.07390 -0.95475  -0.811
C -3.39922 -0.25416 -0.28636  -0.330
N -4.19814 -1.36457 -0.85838  -0.342
C -3.35771 -2.41578 -1.31472  0.279
N -3.08913 -2.49774 -2.54698  -0.572
N -2.85086 -3.27795 -0.26731  -0.568
N 1.03376 1.42736 -0.90830  -0.299
P 1.90164 2.50777 0.30097  -0.021
O 0.83213 2.44532 1.48216  -0.330
O 3.04071 1.45064 0.69283  -0.442
H 3.79465 -3.84557 -1.80135  0.413
H 2.92367 -0.24977 -3.95838  0.339
H 4.51887 0.02404 -3.26434  0.384
H 3.58982 1.04703 -1.41912  0.237
H -1.36795 -0.02677 -2.46931  0.589
H -0.99051 2.86382 -0.06668  0.448
H -1.58576 1.34923 0.57754  0.450
H -2.37873 2.07656 -2.26308  0.487
H -3.01267 3.08849 -0.99837  0.385
H -4.21521 0.81534 -1.92739  0.334
H -4.59761 1.55408 -0.39725  0.351
H -3.61070 -0.19760 0.78380  0.409
H -2.34089 -0.48390 -0.42637  0.148
H -4.79880 -1.75160 -0.14096  0.320
H -2.45335 -3.27831 -2.70870  0.249
H -1.83798 -3.30596 -0.31166  0.263
H -3.18457 -4.22570 -0.40878  0.264
H 0.44352 1.56870 1.65029  0.394
H 2.70519 0.55965 0.90804  0.385
N 2.79652 0.91096 4.56833  -0.365
S 1.26849 0.68674 4.92316  1.125
O 1.01151 -0.00283 6.14007  -0.575
O 0.43464 0.40664 3.78302  -0.576
F 0.92566 2.19349 5.26555  -0.260
S 3.61443 -0.37221 4.17436  1.132
O 5.01332 -0.11079 4.16098  -0.634
O 3.04849 -1.11371 3.08047  -0.574
F 3.42782 -1.33635 5.41664  -0.246

Properties
Highest occupied orbital energy, eV: -9.063
Charge: 0
Calculated total energy, eV: -71275.756
Molecular weight, u: 480.416
Energy above the lowest of the compared OMol25 structures with the same formula, charge and spin, kcal per mole: 0.00


- What is the calculated total energy in the fourth record?
  -71275.756 eV